[1]
Density functional theory data (ωB97M-V/def2-TZVPD) for a structure of composition C29H40N6OOsS2Si2.

Atoms and positions in Å:
C  0.17  -3.34  1.36
C  -0.95  -0.95  -3.57
C  -2.38  -0.75  2.17
H  -3.23  -5.70  -2.23
C  1.66  -3.22  -1.19
H  -0.64  0.32  -6.90
C  -1.78  3.26  -3.08
C  -1.12  2.13  -2.60
Os  -0.03  0.14  -0.39
H  2.53  -0.53  3.70
C  -2.13  3.90  -0.81
H  -0.17  1.73  3.20
C  -4.98  -3.01  -6.58
C  -3.05  -4.75  -1.76
H  -2.84  5.03  -2.50
N  -2.15  -0.57  -3.10
H  2.07  -1.11  -6.57
Si  -2.20  -0.64  0.30
H  2.50  -2.52  -1.13
H  -1.91  2.83  2.95
Si  0.14  -2.54  -0.34
H  -4.90  0.31  -5.89
C  0.45  -1.85  -5.42
C  -1.46  2.76  -0.41
H  -2.50  0.23  2.64
C  -4.12  -3.98  -1.32
N  -0.39  1.44  1.16
H  -2.24  4.13  1.83
O  -3.96  0.72  -3.42
H  -3.30  -1.31  2.38
H  -4.03  -4.55  -5.42
H  -3.04  -2.95  -3.81
C  0.27  -0.14  -7.29
H  -2.12  -0.12  -2.19
H  1.41  0.07  -5.45
H  -0.06  -4.39  1.16
H  -3.61  0.95  -1.19
H  -4.54  0.04  -0.02
C  -3.64  -2.59  -4.64
H  0.81  0.62  -7.84
H  -0.62  3.96  2.48
C  -1.11  2.50  0.99
C  -3.90  -2.76  -0.70
C  -4.69  -0.75  -5.81
H  -1.65  -1.51  -5.35
H  -0.67  1.42  -3.29
H  -5.41  -3.71  -7.29
C  -4.20  -3.48  -5.54
H  -1.86  3.41  -4.14
H  -3.62  1.42  0.51
N  -0.99  1.85  -1.31
C  -3.88  -1.23  -4.78
C  -1.76  -4.28  -1.59
C  -5.23  -1.65  -6.72
S  0.46  -0.76  -2.58
H  -0.92  -4.89  -1.93
H  -0.02  -0.92  -8.00
S  1.62  -0.57  1.09
H  -2.50  4.61  -0.09
N  0.14  1.19  2.41
H  -5.14  -4.35  -1.44
C  1.17  0.32  2.47
H  -0.60  -2.99  2.04
C  -3.37  -0.26  -3.79
C  1.13  -0.72  -6.17
H  1.50  -3.45  -2.24
N  -0.81  -1.43  -4.79
H  1.63  0.74  4.43
C  -1.49  3.41  2.12
C  -1.53  -3.06  -0.97
H  1.10  -2.26  -4.64
H  1.13  -3.31  1.87
H  1.95  -4.13  -0.67
H  -4.75  -2.18  -0.37
C  -3.59  0.56  -0.17
C  -2.60  -2.28  -0.52
H  -1.57  -1.27  2.68
H  -5.85  -1.29  -7.53
H  0.19  -2.66  -6.10
C  -2.31  4.15  -2.17
N  1.80  0.16  3.63

Properties
HOMO, hartree: -0.49172
Total charge: +2
Relative energy (zero: lowest compared OMol25 entry of this formula, charge and spin), kcal/mol: 5.41
Orbital gap, eV: 6.4
E_tot, hartree: -2998.522464

Here are the Löwdin charges for atoms 1 to 6, given in e: C -0.208; C -0.648; C -0.179; H 0.115; C -0.233; H 0.064


[2]
Density functional theory data (ωB97M-V/def2-TZVPD) for a cluster of 4 separate species, C29H41BClN5O8P in total.

Atoms and positions in Å:
C  -2.73  0.29  -1.87
H  4.99  -4.41  -5.87
N  2.67  -5.84  -6.39
H  4.17  -2.87  -6.15
O  0.17  3.07  -2.38
H  1.76  -6.19  -6.16
H  -3.71  -2.15  6.50
H  2.29  -0.29  -3.70
H  3.41  -2.10  -2.03
O  0.31  6.10  4.89
C  -0.20  -2.53  -0.82
C  2.85  -4.53  -6.11
H  -0.93  -1.52  -3.95
C  1.24  3.17  -0.14
C  3.48  7.55  5.87
H  2.55  6.60  4.21
O  2.29  2.30  -2.11
C  -1.16  -1.50  -2.88
H  -4.28  -3.15  0.60
O  -3.51  -1.78  -0.73
B  -3.84  -0.84  -1.65
H  0.41  0.70  -3.10
H  4.33  6.88  5.94
C  0.05  -1.96  -2.07
H  -2.15  -1.60  3.50
C  -1.96  -2.65  3.27
H  -4.34  -4.12  5.10
H  -2.62  -3.51  6.81
H  0.06  1.47  0.47
C  1.88  4.34  0.26
H  2.35  5.62  1.89
Cl  -5.71  2.16  -2.10
H  3.80  8.45  5.34
H  -5.03  -1.51  -3.10
H  3.17  7.83  6.87
H  -1.98  -2.18  -2.69
H  -4.23  -1.46  1.17
H  4.57  -6.27  -7.18
C  2.14  -2.79  -0.44
H  3.81  -7.60  -6.30
O  -5.00  -0.88  -2.37
H  -2.12  -2.21  5.73
O  -3.74  -4.17  2.79
C  1.84  4.71  1.59
C  -4.44  -2.11  0.33
H  0.88  -1.00  -4.46
C  4.19  -3.92  -6.43
C  3.63  -6.77  -6.98
O  -4.63  1.23  0.38
H  0.02  2.16  2.84
H  2.41  4.95  -0.46
C  0.83  -2.94  -0.01
N  2.39  6.91  5.16
C  0.53  2.78  2.11
N  -1.87  2.54  -1.61
H  0.90  8.17  7.12
C  1.13  6.65  5.60
C  -2.97  -2.81  6.05
C  -1.52  -0.10  -2.45
H  -5.44  0.74  0.16
H  -5.47  -2.00  0.00
H  3.24  -7.17  -7.91
H  2.35  -1.94  -4.39
H  4.41  -3.99  -7.49
C  0.79  7.09  7.01
C  2.40  -2.23  -1.68
H  -0.24  6.82  7.21
C  -0.55  0.89  -2.63
C  1.75  -1.22  -3.85
N  -3.54  -3.52  4.93
H  1.17  4.26  3.56
H  -1.22  -2.64  -0.48
O  1.94  -3.87  -5.61
C  1.36  -1.81  -2.51
C  -2.84  1.64  -1.47
P  -4.31  2.46  -0.64
C  -3.15  -3.51  3.63
N  -0.79  2.12  -2.20
H  0.63  -3.38  0.96
C  0.56  2.39  0.78
C  1.17  3.93  2.53
H  1.44  6.59  7.74
H  -1.78  -2.75  2.21
H  2.97  -3.10  0.18
H  -1.07  -2.97  3.82
C  1.34  2.78  -1.56

Properties
HOMO, hartree: -0.41464
Total charge: +1
Relative energy (zero: lowest compared OMol25 entry of this formula, charge and spin), kcal/mol: 0.00
Orbital gap, eV: 7.4
E_tot, hartree: -2831.619315

Here are the Löwdin charges for atoms 1 to 6, given in e: C 0.052; H 0.087; N 0.011; H 0.076; O 0.087; H 0.141


[3]
Density functional theory data (ωB97M-V/def2-TZVPD) for a structure of composition C29H41Br2Ge2IrNO4P.

Atoms and positions in Å:
H  -3.35  0.06  -6.97
Br  6.48  -3.18  0.16
C  -0.20  3.76  0.19
C  -0.81  4.48  -1.01
H  0.57  -3.66  -1.43
C  2.24  -1.32  -0.18
H  -1.66  3.93  -1.43
H  -0.57  2.02  -4.42
C  4.30  -2.11  -1.21
C  2.89  -1.34  1.12
C  -1.56  -1.74  4.53
Br  2.44  -1.08  -3.03
H  1.96  -0.97  5.35
H  4.88  -2.34  -2.09
H  -1.94  -4.20  -1.41
H  -0.56  -2.11  4.29
C  -0.13  -3.21  -2.15
H  -3.92  2.19  3.32
C  -0.77  2.51  4.58
C  2.80  -0.86  3.40
H  -1.00  -5.15  -2.55
H  5.67  -2.51  2.68
H  -4.03  -1.51  0.37
H  -1.54  -1.17  5.46
H  2.13  3.96  -2.28
H  2.80  0.54  5.00
P  -1.43  0.46  3.04
C  -3.33  -1.47  -0.46
C  -1.26  1.20  -4.59
H  -0.21  2.51  5.51
C  4.84  -2.36  0.06
O  -2.55  1.11  2.15
C  -1.34  -4.14  -2.32
O  -2.06  -0.93  3.45
H  4.43  -1.58  4.60
H  -1.67  -0.85  0.77
C  -0.24  1.37  -1.85
H  -2.24  -2.58  4.62
C  -1.94  1.15  -5.78
H  -2.43  -1.71  -3.20
H  -4.24  0.43  3.21
C  -3.91  1.31  2.67
C  -1.41  0.16  -3.62
H  1.19  0.25  4.31
H  -0.09  4.65  -1.81
C  4.71  -2.04  2.54
Ir  0.55  0.57  1.80
C  -2.98  -0.95  -5.10
C  -1.90  -1.64  0.05
Ge  0.71  2.05  -0.21
C  4.16  -1.93  1.25
C  2.54  2.32  -0.90
H  -1.19  5.46  -0.71
H  -1.98  -3.83  -3.14
H  -3.62  -2.26  -1.15
H  3.06  2.93  -0.16
H  3.64  3.12  -2.59
H  -1.80  1.93  -6.52
H  -1.55  3.26  4.62
H  2.12  2.37  -3.04
H  0.42  -3.10  -3.09
H  -0.97  3.56  0.94
H  -0.09  2.73  3.75
H  -3.47  -0.51  -0.96
N  2.24  -0.78  2.18
H  0.55  4.39  0.67
O  0.98  -1.06  -0.23
H  -0.43  2.24  -2.48
C  2.60  2.98  -2.28
C  4.02  -1.52  3.60
C  2.14  -0.22  4.57
O  -1.37  1.20  4.44
C  3.05  -1.57  -1.33
H  -1.77  -2.60  0.56
C  -2.81  0.08  -6.04
H  -4.54  1.49  1.80
C  -0.72  0.19  -2.36
H  3.05  1.35  -0.91
C  -2.28  -0.92  -3.93
H  -3.66  -1.76  -5.32
Ge  -0.57  -1.50  -1.34

Properties
HOMO (alpha / beta), hartree: -0.55329 / -0.62582
Total charge: +3
Spin multiplicity: 6
Orbital gap (alpha / beta), eV: 6.2 / 5.7
E_tot, hartree: -11231.895859

Here are the Löwdin charges for atoms 1 to 6, given in e: H 0.139; Br 1.052; C -0.365; C -0.154; H 0.081; C -0.306